No. 1
The following is a DFT calculation (the ωB97M-V functional and the def2-TZVPD basis) of 2 unconnected molecules or ions with the total composition C2H7N2O in a non-equilibrium geometry.

Results
- Energy relative to the best compared isomer or geometry (same formula, charge and spin): 148.3 kJ/mol
- Molecular weight: 75.09 g mol⁻¹
- Orbital gap (alpha / beta): 0.386 / 0.361 hartree
- 2S+1: 2
- LUMO energy (alpha / beta): 1.0 / 0.3 eV
- Highest occupied orbital energy (alpha / beta): -0.351 / -0.351 hartree

Each line ends with the Löwdin charge.
Cartesian coordinates (Å):
O: 1.22 1.46 -0.19  0.03
N: 1.43 -0.62 -1.02  0.16
N: -1.51 -0.40 0.28  0.00
C: -0.16 -0.23 0.81  -0.21
C: 0.91 0.29 -0.17  -0.56
H: 1.85 -0.13 -1.80  0.11
H: -1.95 0.52 0.21  0.02
H: -1.54 2.59 -0.82  0.09
H: -2.08 -0.95 0.90  0.06
H: 1.73 -1.56 -0.90  0.09
H: -0.09 0.29 1.76  0.11
H: 0.19 -1.26 0.94  0.10



No. 2
The following is a DFT calculation (the ωB97M-V functional and the def2-TZVPD basis) of 2 unconnected molecules or ions with the total composition C2H7N2O in a non-equilibrium geometry.

Results
- Energy relative to the best compared isomer or geometry (same formula, charge and spin): 243.6 kJ/mol
- Molecular weight: 75.09 g mol⁻¹
- Orbital gap: 0.371 hartree
- LUMO energy: -5.7 eV
- Highest occupied orbital energy: -0.579 hartree
- Total charge: +1

Each line ends with the Löwdin charge.
Cartesian coordinates (Å):
O: 0.21 0.01 0.95  -0.01
N: 1.73 -1.09 -0.30  0.18
N: -1.55 0.25 -0.79  0.07
C: 1.25 -0.67 0.87  -0.27
C: -1.57 1.54 -0.61  0.12
H: -0.71 2.07 -1.02  0.12
H: 1.48 -0.54 -1.12  0.13
H: 1.71 -1.15 1.75  0.16
H: -0.73 -0.18 -0.04  0.12
H: 2.40 -1.79 -0.57  0.14
H: -2.48 -0.16 -0.69  0.12
H: -2.26 1.97 0.10  0.12



No. 3
The following is a DFT calculation (the ωB97M-V functional and the def2-TZVPD basis) of 2 unconnected molecules or ions with the total composition C2H7N2O.

Results
- Energy relative to the best compared isomer or geometry (same formula, charge and spin): 62.9 kJ/mol
- Molecular weight: 75.09 g mol⁻¹
- Orbital gap: 0.386 hartree
- LUMO energy: -4.5 eV
- Highest occupied orbital energy: -0.551 hartree
- Total charge: +1

Each line ends with the Löwdin charge.
Cartesian coordinates (Å):
O: -0.52 -0.07 -0.25  -0.04
N: 1.23 0.22 1.47  0.17
N: -0.85 -1.29 -2.15  0.18
C: 0.67 1.16 2.12  0.14
C: -0.91 -0.19 -1.41  -0.32
H: 0.71 -0.12 0.60  0.07
H: 1.15 1.75 2.88  0.12
H: -1.43 0.63 -1.92  0.15
H: -0.32 1.42 1.75  0.11
H: -1.48 -1.30 -2.94  0.12
H: -0.40 -2.15 -1.90  0.13
H: 2.16 -0.07 1.75  0.15



No. 4
The following is a DFT calculation (the ωB97M-V functional and the def2-TZVPD basis) of a gas-phase ion, C2H7N2O (charge +1) in a non-equilibrium geometry.

Results
- Energy relative to the best compared isomer or geometry (same formula, charge and spin): 451.5 kJ/mol
- Molecular weight: 75.09 g mol⁻¹
- Orbital gap: 0.379 hartree
- SMILES: [NH3+][C@@H]1CON1
- LUMO energy: -4.0 eV
- Highest occupied orbital energy: -0.526 hartree
- Total charge: +1

Each line ends with the Löwdin charge.
Cartesian coordinates (Å):
O: -1.87 0.11 -0.59  -0.10
N: -1.26 1.09 0.30  0.06
N: 1.04 0.28 -0.58  0.23
C: -1.10 -0.91 0.01  -0.10
C: -0.18 0.25 0.54  -0.18
H: 0.22 0.32 1.58  0.17
H: 0.72 -0.20 -1.47  0.17
H: -1.70 -1.48 0.66  0.11
H: 1.35 1.20 -0.84  0.15
H: 1.70 -0.38 -0.15  0.16
H: -1.10 1.85 -0.39  0.16
H: -0.74 -1.55 -0.94  0.17



No. 5
The following is a DFT calculation (the ωB97M-V functional and the def2-TZVPD basis) of 2 unconnected molecules or ions with the total composition C2H7N2O in a non-equilibrium geometry.

Results
- Energy relative to the best compared isomer or geometry (same formula, charge and spin): 100.0 kJ/mol
- Molecular weight: 75.09 g mol⁻¹
- Orbital gap: 0.347 hartree
- LUMO energy: -5.1 eV
- Highest occupied orbital energy: -0.534 hartree
- Total charge: +1

Each line ends with the Löwdin charge.
Cartesian coordinates (Å):
O: -0.75 0.16 0.40  -0.04
N: 1.86 0.65 0.30  0.19
N: -2.95 -0.14 0.00  0.17
C: -1.70 -0.58 0.15  -0.35
C: 2.73 0.06 -0.40  0.14
H: -3.22 0.82 -0.06  0.13
H: 2.12 1.37 0.97  0.16
H: 0.85 0.46 0.11  0.09
H: -1.55 -1.63 -0.10  0.14
H: 3.70 0.52 -0.53  0.12
H: 2.66 -0.93 -0.85  0.13
H: -3.75 -0.76 0.00  0.12



No. 6
The following is a DFT calculation (the ωB97M-V functional and the def2-TZVPD basis) of 2 unconnected molecules or ions with the total composition C2H7N2O2.

Results
- Energy relative to the best compared isomer or geometry (same formula, charge and spin): 54.0 kJ/mol
- Molecular weight: 91.09 g mol⁻¹
- Orbital gap: 0.324 hartree
- LUMO energy: 4.5 eV
- Highest occupied orbital energy: -0.159 hartree
- Total charge: -1

Each line ends with the Löwdin charge.
Cartesian coordinates (Å):
O: -1.62 -1.12 -0.95  -0.16
O: -0.51 -0.21 -2.69  -0.13
N: -0.23 0.85 0.46  -0.01
N: 1.54 0.27 2.04  -0.05
C: 0.97 0.08 0.67  -0.38
C: -1.49 -0.74 -2.14  -0.66
H: -0.09 1.49 -0.31  0.05
H: -0.99 0.23 0.13  0.02
H: 0.82 -0.99 0.60  0.10
H: 1.13 -0.42 2.66  0.03
H: -2.38 -0.90 -2.81  0.08
H: 1.74 0.35 -0.06  0.09
H: 1.11 1.12 2.39  0.03



No. 7
The following is a DFT calculation (the ωB97M-V functional and the def2-TZVPD basis) of 2 unconnected molecules or ions with the total composition C2H7N2O2 in a non-equilibrium geometry.

Results
- Energy relative to the best compared isomer or geometry (same formula, charge and spin): 91.0 kJ/mol
- Molecular weight: 91.09 g mol⁻¹
- Orbital gap: 0.300 hartree
- LUMO energy: 4.1 eV
- Highest occupied orbital energy: -0.150 hartree
- Total charge: -1

Each line ends with the Löwdin charge.
Cartesian coordinates (Å):
O: -1.12 -2.38 0.92  -0.14
O: -2.63 -0.70 0.87  -0.15
N: 0.46 -0.22 -0.39  0.01
N: 1.52 1.77 0.60  -0.04
C: -2.08 -1.73 0.45  -0.75
C: 1.15 1.00 -0.65  -0.39
H: 0.49 -0.86 -1.17  0.06
H: 2.08 0.80 -1.17  0.09
H: 0.50 1.75 -1.13  0.09
H: -2.51 -2.15 -0.51  0.08
H: 0.61 1.79 1.08  0.05
H: -0.50 -0.18 -0.08  0.03
H: 2.02 1.09 1.17  0.04



No. 8
The following is a DFT calculation (the ωB97M-V functional and the def2-TZVPD basis) of a single C2H7N2OPS molecule in a non-equilibrium geometry.

Results
- Molecular weight: 138.13 g mol⁻¹
- Orbital gap (alpha / beta): 0.171 / 0.195 hartree
- 2S+1: 3
- LUMO energy (alpha / beta): 0.5 / -3.7 eV
- Highest occupied orbital energy (alpha / beta): -0.154 / -0.329 hartree

Each line ends with the Löwdin charge.
Cartesian coordinates (Å):
S: -0.25 -1.92 0.61  0.73
P: 0.17 -0.15 1.67  0.28
O: -0.35 0.21 3.25  -0.44
N: 1.80 -0.06 1.37  -0.16
N: -0.35 1.02 0.64  -0.17
C: -0.29 0.47 -0.73  -0.33
C: -0.89 -0.91 -0.81  -0.51
H: -0.50 -1.41 -1.69  0.06
H: -1.95 -0.80 -0.74  0.06
H: 2.08 1.00 1.32  0.11
H: 2.51 -0.63 1.93  0.09
H: -0.69 1.22 -1.40  0.10
H: -1.18 1.41 0.93  0.06
H: 0.86 0.47 -0.90  0.12